ORCA calculation (ωB97M-V/def2-TZVPD) on a molecular structure, C25H18FeN6O12S.

F_max = 0.69 eV/A
orbital gap (alpha / beta) = 0.2265 / 0.2083 Ha
LUMO level (alpha / beta) = 0.119 / 0.119 Eh
ΔE to the lowest compared entry with this formula, charge and spin = 12.8 kcal/mol
HOMO (alpha / beta) = -2.92 / -2.42 eV

ORCA input file:
```
! wB97M-V def2-TZVPD RIJCOSX def2/J DEFGRID3
* xyz -2 5
Fe 0.033 0.417 0.183
S 3.444 1.476 -2.157
O -8.792 -0.195 2.006
O -0.129 -2.285 1.833
O 4.235 1.396 -0.948
O -8.284 1.233 3.528
O 1.624 -3.654 1.563
O 0.183 -3.336 -1.745
O 2.451 3.248 2.064
O -2.276 -0.174 -0.231
O 3.759 2.532 -3.091
O 0.752 2.280 0.922
O -1.638 0.838 1.638
O 0.595 -1.383 -0.716
N 4.012 -3.780 -4.904
N 0.963 1.411 -3.869
N -0.332 1.343 -1.855
N -7.994 0.505 2.599
N 1.923 1.431 -1.672
N 1.625 -0.098 1.653
C -4.903 -0.384 0.699
C -6.572 0.466 2.161
C 0.874 1.394 -2.509
C -5.649 1.256 2.820
C 3.748 -1.230 -2.245
C -3.951 0.393 1.345
C 3.864 -2.451 -2.878
C -0.167 1.446 -4.549
C 1.839 2.297 1.562
C 3.781 -0.117 -4.378
C 2.084 -1.344 1.788
C -0.016 -2.129 -1.555
C -1.433 1.399 -2.581
C 3.819 0.739 2.017
C -6.227 -0.358 1.107
C -1.426 1.475 -3.962
C 3.420 -1.619 1.980
C 3.911 -1.345 -5.011
C -4.327 1.209 2.407
C 4.303 -0.545 2.093
C 3.928 -2.520 -4.265
C 2.463 0.922 1.767
C -2.499 0.347 0.881
C 3.691 -0.060 -2.996
C 1.051 -2.437 1.720
H 3.956 -1.399 -6.096
H -4.581 -1.002 -0.129
H 3.717 0.805 -4.941
H -3.557 1.792 2.895
H 3.552 -4.500 -4.366
H 3.832 -3.365 -2.296
H -6.985 -0.958 0.625
H -2.339 1.511 -4.539
H 0.884 -4.243 1.353
H 5.364 -0.724 2.216
H 3.628 -3.757 -5.836
H 3.643 -1.175 -1.168
H -2.360 1.345 -2.022
H -0.066 1.442 -5.635
H 4.451 1.613 2.090
H -5.969 1.885 3.638
H -0.814 -1.631 -2.129
H 3.756 -2.644 2.037
*
```

***

ORCA calculation (ωB97M-V/def2-TZVPD) on a molecular structure, C25H19Cl2N8OSTc.

F_max = 0.46 eV/A
orbital gap (alpha / beta) = 0.1679 / 0.2318 Ha
LUMO level (alpha / beta) = -0.136 / -0.136 Eh
HOMO (alpha / beta) = -8.27 / -10.01 eV

ORCA input file:
```
! wB97M-V def2-TZVPD RIJCOSX def2/J DEFGRID3
* xyz 1 4
Tc -0.526 0.026 0.475
Cl -3.139 -1.942 1.421
Cl -0.969 -0.628 2.875
S 3.765 -1.184 0.798
O -3.673 1.435 1.860
N -2.023 1.962 -2.065
N -0.572 1.953 1.025
N 5.117 -2.277 2.816
N -1.816 1.635 0.333
N 3.872 -3.695 1.413
N 0.532 -1.702 0.268
N -0.431 0.199 -1.532
N 1.427 -1.294 -1.920
C -1.562 0.992 -4.929
C -2.574 1.772 1.598
C 0.581 -0.867 -4.906
C 5.194 -4.656 3.075
C 1.539 -1.733 -0.698
C -0.993 0.563 -3.738
C -2.168 4.416 0.757
C -1.255 0.961 -2.358
C -1.054 0.470 -6.104
C 4.318 -2.470 1.788
C 0.008 -0.449 -6.090
C 0.064 -0.344 -3.722
C 0.512 -2.817 1.082
C -1.367 2.476 2.176
C -2.663 -1.275 2.963
C 2.745 -3.667 0.411
C 2.860 -2.332 -0.337
C 1.445 -3.780 1.134
C 3.866 -6.152 1.532
C 4.317 -4.818 2.024
C 0.410 -0.559 -2.341
C -2.122 2.474 -0.818
C -1.698 3.935 1.920
C 5.532 -3.362 3.457
C -2.372 3.768 -0.535
H -1.594 4.607 2.761
H 2.931 -4.499 -0.268
H 0.383 -0.832 -7.030
H 4.082 -6.260 0.469
H 1.401 -1.572 -4.892
H -0.998 2.268 3.176
H -2.372 1.708 -4.927
H 6.176 -3.190 4.312
H 3.445 -2.415 -1.249
H 2.794 -6.287 1.673
H 1.261 -4.663 1.728
H -1.475 0.775 -7.052
H 5.592 -5.517 3.588
H -2.637 -2.054 3.715
H -2.390 5.477 0.752
H -3.309 -0.447 3.225
H 4.385 -6.937 2.074
H -2.617 4.402 -1.375
H -0.391 -2.942 1.666
*
```

***

ORCA calculation (ωB97M-V/def2-TZVPD) on a molecular structure, C25H19ClMnN4O4.

F_max = 0.46 eV/A
orbital gap (alpha / beta) = 0.2341 / 0.2570 Ha
LUMO level (alpha / beta) = -0.303 / -0.282 Eh
ΔE to the lowest compared entry with this formula, charge and spin = 2.4 kcal/mol
HOMO (alpha / beta) = -14.62 / -14.66 eV

ORCA input file:
```
! wB97M-V def2-TZVPD RIJCOSX def2/J DEFGRID3
* xyz 2 4
Mn -0.584 -0.224 -0.778
Cl -2.069 -1.994 -2.140
O -0.571 -1.917 -2.036
O -2.400 -0.778 -1.241
O -2.585 -3.165 -1.579
O -2.493 -1.736 -3.451
N 1.380 -0.084 -0.629
N -0.365 1.143 -2.266
N 1.332 2.210 -1.034
N -0.493 -1.034 1.151
C -0.086 -0.253 3.395
C 3.362 1.179 -0.239
C 0.053 -4.691 1.111
C -2.012 2.399 -0.288
C 0.557 -3.888 3.304
C 0.477 -4.932 2.432
C -0.520 3.331 -3.966
C -1.203 1.141 -3.339
C -0.489 -0.057 2.068
C 2.022 1.088 -0.625
C 0.351 3.335 -2.905
C -1.300 2.197 -4.203
C 0.286 -1.501 3.795
C 2.077 -1.227 -0.387
C -1.346 2.296 2.434
C 3.398 -1.209 -0.043
C 4.045 0.028 0.064
C -0.998 1.233 1.599
C -0.183 -2.330 1.555
C 0.424 2.211 -2.083
C -2.016 3.393 1.915
C -0.268 -3.431 0.681
C -1.304 1.344 0.250
C 0.227 -2.575 2.890
C -2.370 3.434 0.574
H 3.915 -2.138 0.145
H -1.812 0.268 -3.475
H 0.613 -1.680 4.812
H -2.298 2.451 -1.329
H 3.848 2.145 -0.223
H 1.844 3.073 -0.930
H -0.033 -5.518 0.419
H 5.086 0.080 0.352
H -2.292 4.207 2.571
H 0.997 4.181 -2.712
H -0.585 4.192 -4.618
H -0.078 0.577 4.083
H 0.720 -5.936 2.748
H -1.135 2.250 3.493
H -0.601 -3.300 -0.330
H -1.980 2.138 -5.040
H 0.859 -4.043 4.332
H -2.931 4.273 0.183
H 1.525 -2.153 -0.468
*
```

***

ORCA calculation (ωB97M-V/def2-TZVPD) on a molecular structure, C25H19FN3O4S4Sn.

F_max = 0.30 eV/A
orbital gap = 0.2750 Ha
LUMO level = -0.125 Eh
ΔE to the lowest compared entry with this formula, charge and spin = 19.3 kcal/mol
HOMO = -10.88 eV

ORCA input file:
```
! wB97M-V def2-TZVPD RIJCOSX def2/J DEFGRID3
* xyz 1 1
Sn 0.074 0.515 0.512
S -0.806 0.533 2.964
S 2.073 -0.669 1.229
S 1.447 1.272 -1.529
S -1.743 2.029 0.026
F -4.297 -5.273 -2.304
O -0.782 -1.565 -3.934
O -0.677 -0.939 -0.687
O -4.802 -3.622 -4.493
O -0.539 -2.736 0.639
N -2.780 -2.623 -4.187
N -1.339 -3.236 -2.476
N 1.331 2.312 1.443
C -2.394 1.266 2.678
C 3.429 3.414 1.304
C 2.396 3.059 3.426
C 0.174 1.947 3.592
C 4.189 -1.349 -2.774
C -4.916 2.359 2.433
C -2.747 1.880 1.470
C 3.455 3.545 2.684
C -0.124 -3.023 -1.708
C -3.300 1.176 3.735
C 4.391 -2.170 -1.673
C 2.253 2.722 -0.791
C -3.780 -3.544 -3.863
C -1.572 -2.406 -3.561
C -4.029 2.425 1.375
C -2.261 -4.183 -2.065
C 3.711 -1.943 -0.489
C 2.827 -0.871 -0.355
C -0.443 -2.225 -0.450
C -3.419 -4.355 -2.700
C 2.345 2.793 0.714
C 3.299 -0.296 -2.676
C 2.637 -0.044 -1.474
C 1.341 2.442 2.768
C -4.560 1.729 3.619
H 0.538 1.643 4.571
H 3.855 -2.605 0.355
H 4.706 -1.535 -3.705
H 1.642 3.556 -1.146
H 0.303 -3.980 -1.415
H -5.902 2.791 2.324
H 4.240 3.785 0.692
H -0.543 2.756 3.738
H -5.260 1.660 4.440
H -2.963 -2.035 -4.988
H -1.994 -4.767 -1.195
H 2.386 3.142 4.504
H 5.072 -3.008 -1.739
H -4.329 2.897 0.449
H 3.099 0.334 -3.533
H -3.007 0.665 4.643
H 3.237 2.817 -1.244
H 4.297 4.015 3.174
H 0.561 -2.474 -2.350
*
```

***

ORCA calculation (ωB97M-V/def2-TZVPD) on a molecular structure, C25H20AsF6N6Tc.

F_max = 1.02 eV/A
orbital gap (alpha / beta) = 0.2663 / 0.2303 Ha
LUMO level (alpha / beta) = -0.511 / -0.547 Eh
HOMO (alpha / beta) = -21.15 / -21.14 eV

ORCA input file:
```
! wB97M-V def2-TZVPD RIJCOSX def2/J DEFGRID3
* xyz 4 3
Tc 1.573 -0.858 -0.467
As 2.667 1.876 2.143
F 2.310 3.165 3.118
F 2.266 0.569 3.149
F 4.288 1.545 2.371
F 2.925 -0.038 0.613
F 1.080 1.655 1.468
F 3.034 2.645 0.677
N -6.409 3.126 0.182
N 1.798 0.941 -1.519
N -0.294 -2.339 3.735
N 0.847 -1.449 1.416
N -0.229 0.063 -0.300
N 1.903 3.163 -3.110
C 0.667 1.626 -1.800
C -0.459 -1.203 1.665
C -0.503 1.145 -1.058
C -1.727 1.776 -0.974
C 1.188 -3.390 -0.629
C -4.377 3.055 -0.814
C 3.011 2.526 -2.771
C 0.999 -2.505 3.515
C 0.740 2.731 -2.625
C 3.326 -2.455 -1.381
C -4.040 1.997 0.038
C 1.275 -1.851 -2.537
C 2.680 -1.786 -2.427
C -1.077 -0.296 0.689
C -2.314 0.302 0.809
C 0.542 -2.632 -1.623
C -5.634 3.647 -0.730
C -6.236 2.158 1.040
C 2.970 1.383 -1.964
C -4.984 1.553 0.972
C 0.445 -4.350 0.223
C -2.689 1.337 -0.058
C 1.593 -2.065 2.327
C -1.020 -1.686 2.831
C 2.587 -3.207 -0.477
H 0.768 -1.374 -3.367
H 0.883 -4.469 1.214
H -4.809 0.747 1.668
H -2.950 -0.017 1.620
H 4.403 -2.384 -1.274
H -0.530 -2.728 -1.749
H 0.523 -5.333 -0.264
H -2.071 -1.546 3.059
H 3.954 2.911 -3.140
H -7.026 1.876 1.731
H 1.588 -2.996 4.282
H -5.977 4.470 -1.351
H -0.143 3.291 -2.906
H -3.712 3.463 -1.559
H 3.869 0.861 -1.662
H -0.617 -4.122 0.290
H -1.891 2.640 -1.600
H 2.652 -2.183 2.138
H 3.105 -3.741 0.314
H 3.260 -1.238 -3.160
*
```

***

ORCA calculation (ωB97M-V/def2-TZVPD) on a molecular structure, C25H20BCl5CoF6N9O5S2.

F_max = 0.63 eV/A
orbital gap = 0.2632 Ha
LUMO level = -0.088 Eh
ΔE to the lowest compared entry with this formula, charge and spin = 26.9 kcal/mol
HOMO = -9.56 eV

ORCA input file:
```
! wB97M-V def2-TZVPD RIJCOSX def2/J DEFGRID3
* xyz 0 1
Co 0.006 -0.771 -0.404
Cl 1.724 -2.644 2.028
Cl -0.764 -2.693 -2.745
Cl 0.512 -7.302 -0.305
Cl -0.708 -5.784 -2.745
Cl 1.728 -5.690 2.042
S -2.606 0.352 -4.030
S -4.186 1.226 -1.875
F -5.447 3.138 -0.660
F -3.958 -1.845 -3.528
F -4.030 3.834 -2.143
F -5.927 2.994 -2.766
F -2.620 -1.966 -5.229
F -4.488 -0.880 -5.394
O -1.616 -0.144 -3.095
O -2.135 0.944 -5.242
O -2.933 -1.321 -0.909
O -3.094 1.323 -0.937
O -5.251 0.317 -1.574
N -0.332 -0.665 1.476
N 0.730 1.837 0.589
N 1.922 -0.631 -0.310
N 0.201 1.345 -0.572
N 0.504 0.056 2.266
N 2.370 1.822 2.484
N -3.739 1.206 -3.390
N 2.457 0.043 0.725
N 1.994 2.140 3.752
C 0.443 -5.590 -0.312
C -0.154 2.414 -1.304
C 0.650 3.175 0.607
C -0.570 2.435 -2.733
C 2.795 3.111 4.150
C 3.782 -0.145 0.731
C 0.179 -0.126 3.546
C 4.117 -0.949 -0.337
C 2.910 -1.234 -0.979
C -1.869 -1.072 -0.690
C 0.263 -2.753 -0.288
C -0.114 -4.915 -1.390
C -1.179 -1.334 2.288
C 3.389 2.629 2.086
C 0.976 -4.850 0.744
C -2.252 -2.296 1.897
C -0.880 -1.005 3.603
C 2.662 3.706 5.513
C 2.694 -2.025 -2.223
C -0.178 -3.523 -1.356
C 3.703 3.461 3.125
C -4.947 2.902 -1.875
C 0.092 3.584 -0.576
C 0.906 -3.451 0.737
C -3.482 -1.173 -4.581
B 1.529 0.965 1.564
H -1.649 2.386 -2.835
H -1.388 -1.367 4.480
H -1.885 -3.089 1.245
H 1.022 3.737 1.448
H 2.251 2.976 6.207
H 5.098 -1.281 -0.626
H 3.630 4.039 5.887
H 0.716 0.411 4.306
H 1.996 4.570 5.497
H 4.474 4.212 3.152
H -3.095 -1.802 1.420
H -0.092 4.590 -0.910
H 1.709 -1.854 -2.649
H -2.629 -2.759 2.806
H -0.246 3.384 -3.159
H 3.794 2.572 1.088
H 2.809 -3.094 -2.035
H -0.120 1.629 -3.306
H 3.431 -1.735 -2.971
H 4.397 0.294 1.497
*
```